6
Properties=species:S:1:pos:R:3:forces:R:3:lowdin_charge:R:1 method="wB97M-V/def2-TZVPD" homo_energy_ev=-11.24 smiles=O.O total_energy_ha=-152.86924
O -1.403253 -0.031587 0.094722 -0.2 1.0 0.6 -0.067
H -1.376960 -0.633867 -0.641554 0.2 -0.1 -0.5 0.030
H -1.141049 0.849516 -0.238184 -0.2 -0.9 0.0 0.053
O 1.344961 0.072269 -0.091040 1.0 -0.8 0.8 -0.087
H 2.144133 -0.445593 0.132931 -0.3 0.5 -0.6 0.047
H 0.840212 -0.095511 0.717347 -0.5 0.2 -0.3 0.023